ORCA calculation (ωB97M-V/def2-TZVPD) on a structure of composition C37H40OP2Re in a non-equilibrium geometry.

```
81
Properties=species:S:1:pos:R:3:forces:R:3
Re -1.7170 2.1998 -1.2680 -0.31 0.11 0.50
C 0.2049 1.8349 -0.1241 1.59 0.84 0.52
C 0.0241 3.2379 -0.0821 0.69 -1.11 0.23
C 0.8133 4.2130 -0.9230 -0.40 0.54 -0.09
C 0.1770 4.4466 -2.3023 -0.06 0.67 0.16
C -0.7731 3.3579 -2.7487 0.97 -0.43 -0.16
C -0.4190 1.9559 -2.8487 1.22 0.66 -1.29
C 0.9749 1.4025 -2.5184 -0.03 -0.54 -0.17
C 1.2205 1.1424 -1.0229 0.13 -0.15 -0.07
C -3.6588 1.6477 -1.5168 -0.73 -0.21 -0.34
H 0.0920 1.3370 0.8439 -0.35 0.17 -0.40
H -0.2629 3.6483 0.8903 -0.11 -0.36 -0.48
H 1.8457 3.8892 -1.0255 0.12 -0.24 0.03
H 0.8477 5.1616 -0.3582 0.05 -0.35 -0.38
H -0.3970 5.3867 -2.2798 0.17 -0.22 0.03
H 0.9626 4.5971 -3.0504 -0.12 -0.07 -0.10
H -1.4701 3.6911 -3.5162 -0.22 -0.14 0.21
H -0.8374 1.4574 -3.7241 -0.35 -0.02 0.31
H 1.7638 2.0507 -2.9062 -0.23 0.20 -0.10
H 1.0783 0.4505 -3.0650 0.00 0.41 0.21
H 1.1843 0.0630 -0.8108 0.00 0.32 -0.11
H 2.2542 1.4567 -0.7870 -0.48 -0.03 0.24
H -3.9126 1.1131 -0.5947 -0.31 -0.14 0.11
H -3.7489 0.9565 -2.3597 -0.18 -0.11 0.11
H -4.3559 2.4719 -1.6366 -0.24 0.04 -0.01
P -4.7677 6.1802 -1.9555 -0.10 1.58 0.36
P -4.5138 4.6417 -4.0455 -0.43 0.63 -2.58
C -3.6791 6.9843 -3.1574 0.21 -1.60 -1.13
C -3.5191 6.1643 -4.2359 -0.23 0.70 1.80
C -5.9658 7.4747 -1.4798 -0.88 -0.09 0.33
C -5.8256 8.8398 -1.7872 0.15 -0.06 0.21
C -6.6485 9.7905 -1.1658 -0.20 -0.13 0.07
C -7.6794 9.3977 -0.3001 0.43 -0.37 -0.33
C -7.9138 8.0260 -0.1207 -0.19 0.18 0.14
C -7.0841 7.0733 -0.7076 0.48 0.15 -0.03
C -3.8126 5.8355 -0.4431 0.53 0.11 -0.04
C -3.0882 4.6371 -0.3418 -0.34 -0.10 -0.43
C -2.5675 4.2502 0.8737 0.22 0.08 0.46
C -2.4801 5.1617 1.9356 -0.50 -0.17 -0.32
C -3.0828 6.4127 1.8003 0.18 -0.05 -0.12
C -3.7846 6.7342 0.6353 -0.19 -0.32 -0.08
C -5.9148 5.1720 -5.2033 -0.49 0.13 0.32
C -6.8556 6.1243 -4.7549 0.29 -0.09 0.06
C -7.7668 6.7107 -5.6380 0.13 -0.17 0.23
C -7.8278 6.2893 -6.9662 0.33 -0.19 0.07
C -6.9481 5.2990 -7.4107 0.03 0.08 0.31
C -5.9844 4.7627 -6.5438 0.09 -0.13 -0.05
C -3.6237 3.4505 -5.1124 -0.06 -0.79 0.14
C -4.2067 2.1749 -5.2813 0.20 0.39 0.12
C -3.6374 1.2583 -6.1589 0.03 -0.03 -0.06
C -2.4618 1.5800 -6.8429 0.06 0.26 0.05
C -1.8506 2.8238 -6.6443 -0.16 -0.21 -0.03
C -2.4358 3.7564 -5.7927 -0.06 0.04 0.14
H -3.2559 7.9624 -2.9918 0.13 0.14 -0.21
H -2.9446 6.3502 -5.1374 -0.08 0.31 0.17
H -5.0628 9.1622 -2.4969 -0.15 0.05 0.33
H -6.4929 10.8549 -1.3420 0.04 -0.32 -0.10
H -8.2960 10.1485 0.2120 0.29 -0.43 -0.32
H -8.7551 7.7159 0.5040 0.30 -0.02 -0.25
H -7.2769 6.0063 -0.5678 0.03 0.33 0.14
H -2.9409 4.0024 -1.2587 -0.65 0.64 0.63
H -2.1827 3.2288 0.9828 -0.17 0.50 0.29
H -1.9589 4.8775 2.8453 -0.21 0.09 -0.05
H -3.0219 7.1416 2.6068 -0.02 -0.19 -0.18
H -4.3187 7.6804 0.5560 0.10 -0.23 0.10
H -6.8594 6.4220 -3.7016 -0.08 0.02 -0.44
H -8.4368 7.4958 -5.2837 0.16 -0.31 -0.04
H -8.5510 6.7323 -7.6504 0.19 -0.14 0.18
H -7.0121 4.9453 -8.4403 0.13 0.09 0.30
H -5.2796 4.0238 -6.9266 -0.24 0.20 0.06
H -5.1185 1.9227 -4.7330 0.22 0.04 -0.23
H -4.1186 0.2928 -6.3237 0.17 0.28 0.08
H -2.0226 0.8727 -7.5450 -0.11 0.12 0.22
H -0.9254 3.0809 -7.1632 -0.31 -0.12 0.10
H -1.9550 4.7265 -5.6709 -0.08 -0.30 -0.06
C -1.5501 -0.5964 0.2347 -0.18 -0.30 0.35
C -1.4745 0.1033 -1.1179 1.45 -2.33 -0.94
O -1.2717 -0.5537 -2.1362 -0.79 2.02 2.07
H -2.5937 -0.8630 0.4427 0.11 0.00 -0.14
H -1.1842 -0.0016 1.0817 -0.32 -0.07 -0.46
H -0.9595 -1.5250 0.2068 -0.27 0.27 -0.18
```
Forces are in eV/Å.

E_tot: -2269.341697 Ha
Kohn-Sham gap (alpha / beta): 7.0 / 5.8 eV
charge: +2
HOMO (alpha / beta): -0.485 / -0.514 hartree
<S²>: 3.791
energy above the lowest of the compared OMol25 structures with the same formula, charge and spin: 0.0 kJ/mol
spin multiplicity: 4